Record 1
C34H89BNbO13S | ωB97M-V with the def2-TZVPD basis set

Its spin multiplicity is 1. Its net charge is -1. As for the frontier orbital gap: 3.72 eV. The calculation puts the HOMO energy at -2.7572 eV.

XYZ file:
```
139
Properties=species:S:1:pos:R:3:mulliken_charge:R:1
C -1.168 -2.860 1.809 -1.402
C -0.848 -1.450 2.359 0.252
C -1.885 -0.423 1.847 0.329
C -2.556 0.186 3.116 -1.614
Nb -1.005 1.320 0.657 -1.230
C 0.719 1.685 2.146 0.030
C 1.012 3.155 2.295 -0.327
O 0.273 4.031 2.047 -0.436
C -2.752 1.096 -0.810 -0.023
C -3.802 2.239 -0.741 -0.645
C -5.190 1.779 -0.377 -1.032
S -5.967 0.712 -1.597 1.336
O -5.104 0.382 -2.668 -0.563
O -7.184 1.269 -2.051 -0.697
O -6.381 -0.611 -0.785 -0.544
B 0.372 -0.027 -0.671 0.616
C 1.145 0.682 -1.891 -0.613
O 0.644 -1.411 -0.525 -0.463
H -0.489 -3.155 1.014 0.250
H -2.179 -2.931 1.421 0.335
H -1.083 -3.622 2.585 0.352
H 0.166 -1.172 2.086 -0.325
H -0.876 -1.543 3.446 0.479
H -2.707 -0.857 1.279 0.413
H -3.056 -0.596 3.709 0.446
H -3.306 0.936 2.876 0.288
H -1.825 0.661 3.763 0.355
H -2.041 2.484 1.667 -0.023
H -0.487 2.777 -0.331 -0.102
H 0.520 1.243 3.118 0.241
H 1.643 1.249 1.745 -0.103
H 2.036 3.445 2.644 0.296
H -2.352 1.112 -1.826 0.232
H -3.198 0.106 -0.710 0.050
H -3.802 2.811 -1.664 0.367
H -3.485 2.927 0.035 0.434
H -5.844 2.642 -0.306 0.442
H -5.245 1.290 0.592 0.405
H -5.665 -0.851 -0.171 0.371
H 1.159 -0.054 -2.695 0.310
H 0.631 1.584 -2.185 -0.181
H 2.176 0.905 -1.606 0.388
H 1.486 -1.496 -0.046 0.281
C 5.630 -1.003 0.403 -1.537
C 4.632 -0.374 1.365 0.751
C 5.331 0.200 2.588 -1.229
O 3.674 -1.350 1.769 -0.381
H 6.162 -1.828 0.886 0.309
H 5.115 -1.416 -0.466 0.368
H 6.363 -0.271 0.058 0.401
H 4.078 0.416 0.855 0.234
H 5.854 -0.589 3.138 0.167
H 4.605 0.640 3.272 0.371
H 6.052 0.966 2.311 0.284
H 4.142 -2.062 2.225 0.192
C -7.670 1.468 -6.235 -1.045
C -6.547 1.384 -7.256 0.533
C -6.008 -0.035 -7.371 -1.224
O -5.494 2.270 -6.884 -0.572
H -7.315 1.183 -5.242 0.308
H -8.042 2.491 -6.157 0.295
H -8.504 0.815 -6.505 0.243
H -6.910 1.717 -8.231 0.159
H -5.599 -0.368 -6.414 0.275
H -5.198 -0.077 -8.101 0.326
H -6.791 -0.733 -7.676 0.377
H -5.163 1.988 -6.022 0.341
C 4.943 -3.201 5.997 -1.168
C 3.718 -3.746 5.277 0.536
C 2.977 -4.758 6.137 -1.452
O 4.109 -4.352 4.048 -0.432
H 5.647 -4.008 6.221 0.283
H 5.468 -2.482 5.366 0.184
H 4.669 -2.710 6.932 0.407
H 3.048 -2.924 5.020 0.372
H 3.621 -5.613 6.366 0.328
H 2.106 -5.144 5.607 0.342
H 2.645 -4.312 7.077 0.398
H 4.705 -5.087 4.247 0.254
C -1.605 2.105 7.303 -1.316
C -0.290 2.124 6.536 0.457
C 0.661 3.174 7.094 -1.405
O -0.539 2.381 5.161 -0.335
H -2.111 3.071 7.220 0.332
H -2.277 1.353 6.887 0.313
H -1.445 1.886 8.361 0.391
H 0.179 1.140 6.590 0.243
H 0.225 4.173 7.006 0.353
H 1.595 3.179 6.531 0.323
H 0.888 2.986 8.146 0.410
H -0.955 3.248 5.083 0.227
C -9.712 1.475 -9.670 -1.063
C -11.158 1.082 -9.926 0.340
C -11.570 -0.098 -9.059 -1.225
O -11.335 0.751 -11.305 -0.563
H -9.035 0.650 -9.912 0.312
H -9.425 2.317 -10.302 0.318
H -9.558 1.754 -8.626 0.237
H -11.810 1.932 -9.722 0.293
H -10.954 -0.974 -9.283 0.314
H -12.606 -0.374 -9.257 0.327
H -11.467 0.135 -7.998 0.345
H -10.763 -0.001 -11.501 0.350
C 7.362 -8.354 1.802 -1.300
C 6.387 -7.193 1.926 0.385
C 6.816 -6.013 1.068 -1.189
O 6.291 -6.787 3.292 -0.526
H 8.359 -8.058 2.142 0.349
H 7.044 -9.189 2.428 0.324
H 7.435 -8.700 0.770 0.370
H 5.390 -7.518 1.628 0.267
H 7.796 -5.644 1.385 0.336
H 6.111 -5.188 1.174 0.243
H 6.874 -6.290 0.014 0.387
H 7.165 -6.493 3.578 0.328
C -1.331 2.368 -6.018 -1.539
C -0.289 2.518 -4.920 0.954
C 0.542 3.777 -5.112 -1.433
O 0.564 1.375 -4.903 -0.491
H -0.850 2.286 -6.998 0.366
H -1.914 1.458 -5.869 0.363
H -2.014 3.219 -6.037 0.370
H -0.783 2.551 -3.948 0.072
H 1.083 3.740 -6.063 0.336
H 1.286 3.866 -4.320 0.354
H -0.085 4.670 -5.104 0.382
H 1.014 1.323 -5.754 0.314
C 9.015 2.397 2.974 -1.192
C 8.015 3.015 3.941 0.361
C 8.713 3.595 5.162 -1.351
O 7.065 2.032 4.347 -0.448
H 9.556 1.576 3.453 0.322
H 8.501 1.980 2.107 0.269
H 9.740 3.135 2.628 0.395
H 7.452 3.800 3.434 0.283
H 9.245 2.811 5.709 0.354
H 7.985 4.029 5.848 0.314
H 9.430 4.368 4.879 0.387
H 7.543 1.326 4.798 0.327
```

---

Record 2
C34H90CrN9O16 | ωB97M-V with the def2-TZVPD basis set

Its spin multiplicity is 5. Its net charge is +1. As for the frontier orbital gap (alpha / beta): 5.95 / 6.11 eV. The calculation puts the HOMO energy (alpha / beta) at -9.7717 / -9.7717 eV.

XYZ file:
```
150
Properties=species:S:1:pos:R:3:lowdin_spin:R:1
Cr -2.176 -3.028 -1.325 3.877
C -0.113 -0.127 0.498 0.000
C -0.739 -1.299 -0.183 0.010
O -0.428 -2.480 0.068 0.020
O -1.842 -1.062 -0.803 0.005
H 0.575 -0.372 1.302 0.000
H -0.895 0.546 0.840 0.000
H 0.510 0.443 -0.204 0.001
C -1.055 -2.100 -4.190 0.007
O -0.957 -2.490 -3.009 0.023
N -0.312 -1.060 -4.627 0.001
N -1.927 -2.645 -5.084 0.003
H -0.283 -0.777 -5.588 0.000
H 0.204 -0.557 -3.924 0.000
H -2.425 -3.478 -4.837 0.001
H -2.061 -2.184 -5.965 0.000
C -0.572 -5.866 -1.278 0.007
O -1.253 -4.851 -1.527 0.037
N -0.481 -6.883 -2.188 0.003
N 0.073 -6.017 -0.102 0.004
H -1.255 -6.987 -2.818 0.000
H 0.072 -7.687 -1.945 0.000
H 0.043 -5.246 0.561 0.000
H 0.526 -6.894 0.081 0.000
C 4.007 -0.526 1.304 0.000
O 4.135 -1.769 1.968 0.000
C 3.037 -1.996 2.849 0.000
C 3.167 -3.416 3.341 0.000
N 3.022 -4.360 2.237 0.000
C 3.622 -5.657 2.593 0.000
C 3.703 -6.558 1.379 0.000
O 4.701 -6.050 0.521 0.000
C 4.652 -6.641 -0.749 0.000
H 4.838 -0.410 0.613 0.000
H 4.080 0.302 2.023 0.000
H 3.077 -0.446 0.730 0.000
H 2.104 -1.918 2.280 0.000
H 3.161 -1.290 3.676 0.000
H 2.431 -3.592 4.132 0.000
H 4.124 -3.541 3.869 0.000
H 3.641 -4.004 1.508 0.000
H 3.169 -6.185 3.432 0.000
H 4.656 -5.427 2.894 0.000
H 2.711 -6.531 0.901 0.000
H 3.983 -7.574 1.677 0.000
H 3.744 -6.316 -1.281 0.000
H 4.684 -7.734 -0.684 0.000
H 5.491 -6.321 -1.364 0.000
C 2.251 0.595 -3.219 0.000
O 3.551 0.597 -2.659 0.000
C 4.576 0.638 -3.625 0.000
C 5.913 0.443 -2.946 0.000
N 6.266 1.611 -2.169 0.000
C 7.558 1.570 -1.480 0.000
C 7.636 0.561 -0.348 0.000
O 6.825 1.045 0.714 0.000
C 7.237 0.577 1.963 0.000
H 1.861 -0.432 -3.154 0.000
H 2.237 0.877 -4.276 0.000
H 1.621 1.299 -2.670 0.000
H 4.635 1.594 -4.160 0.000
H 4.430 -0.184 -4.339 0.000
H 6.687 0.167 -3.668 0.000
H 5.851 -0.483 -2.338 0.000
H 5.570 1.704 -1.434 0.000
H 7.734 2.563 -1.066 0.000
H 8.369 1.378 -2.188 0.000
H 8.690 0.537 -0.018 0.000
H 7.386 -0.487 -0.551 0.000
H 8.166 1.075 2.273 0.000
H 7.384 -0.513 1.976 0.000
H 6.521 0.761 2.767 0.000
C -8.812 -0.105 4.882 0.000
O -7.599 -0.226 4.172 0.000
C -7.047 1.042 3.853 0.000
C -5.867 0.831 2.939 0.000
N -4.644 0.552 3.692 0.000
C -3.560 0.109 2.873 0.000
C -2.315 -0.278 3.640 0.000
O -1.596 0.847 4.073 0.000
C -0.488 0.508 4.861 0.000
H -9.547 0.561 4.420 0.000
H -8.604 0.204 5.912 0.000
H -9.277 -1.092 4.900 0.000
H -6.743 1.515 4.801 0.000
H -7.786 1.726 3.419 0.000
H -5.679 1.608 2.199 0.000
H -6.119 -0.098 2.384 0.000
H -4.860 -0.068 4.462 0.000
H -3.328 0.877 2.126 0.000
H -3.843 -0.799 2.293 0.000
H -1.685 -0.887 2.978 0.000
H -2.669 -0.813 4.535 0.000
H -0.796 -0.205 5.633 0.000
H -0.078 1.411 5.305 0.000
H 0.316 0.065 4.253 0.000
C -1.421 4.859 1.015 0.000
O -0.120 4.536 1.377 0.000
C 0.113 3.167 1.319 0.000
C 1.468 2.849 1.910 0.000
N 2.628 3.352 1.155 0.000
C 2.663 2.958 -0.249 0.000
C 3.826 3.625 -0.929 0.000
O 3.597 5.025 -0.915 0.000
C 4.761 5.753 -1.210 0.000
H -1.523 5.930 0.850 0.000
H -2.167 4.613 1.792 0.000
H -1.779 4.322 0.125 0.000
H -0.068 2.778 0.309 0.000
H -0.577 2.597 1.975 0.000
H 1.705 1.790 2.057 0.000
H 1.502 3.321 2.895 0.000
H 2.725 4.358 1.210 0.000
H 1.712 3.216 -0.741 0.000
H 2.751 1.865 -0.302 0.000
H 3.925 3.322 -1.980 0.000
H 4.746 3.312 -0.418 0.000
H 5.270 5.365 -2.100 0.000
H 5.468 5.832 -0.379 0.000
H 4.436 6.769 -1.451 0.000
C -3.962 0.885 -4.616 0.000
O -4.094 1.719 -3.477 0.000
C -4.328 1.024 -2.268 0.000
C -4.417 1.964 -1.073 0.000
N -5.415 3.021 -1.170 0.000
C -6.764 2.547 -0.918 0.000
C -7.804 3.465 -1.506 0.000
O -7.421 3.813 -2.818 0.000
C -8.264 4.801 -3.399 0.000
H -2.989 1.085 -5.082 0.000
H -4.731 1.153 -5.341 0.000
H -3.997 -0.183 -4.379 0.000
H -3.502 0.335 -2.026 0.000
H -5.197 0.359 -2.379 0.000
H -3.449 2.441 -0.918 0.000
H -4.678 1.283 -0.257 0.000
H -5.419 3.428 -2.099 0.000
H -7.026 2.337 0.125 0.000
H -6.898 1.549 -1.383 0.000
H -7.928 4.353 -0.865 0.000
H -8.790 2.983 -1.571 0.000
H -8.025 4.893 -4.449 0.000
H -8.006 5.764 -2.922 0.000
H -9.311 4.642 -3.129 0.000
O -1.195 1.383 -2.333 0.000
H -2.084 1.390 -2.712 0.000
H -1.170 0.570 -1.816 0.000
O 0.290 -4.248 2.178 0.000
H 0.160 -3.593 1.484 0.000
H 1.275 -4.392 2.206 0.000
```

---

Record 3
C34H90N4O18 | ωB97M-V with the def2-TZVPD basis set

Its spin multiplicity is 2. Its net charge is -1. As for the frontier orbital gap (alpha / beta): 1.36 / 8.81 eV. The calculation puts the HOMO energy (alpha / beta) at 0.5967 / -6.8688 eV.

XYZ file:
```
146
Properties=species:S:1:pos:R:3:lowdin_spin:R:1
C 4.524 3.245 -3.020 0.035
O 3.460 2.427 -2.605 0.006
C 2.628 1.657 -3.456 0.009
C 3.237 0.278 -3.990 0.019
N 3.386 -0.587 -2.779 0.008
C 4.147 -1.704 -3.212 0.043
C 4.448 -2.797 -2.120 0.061
O 3.411 -3.308 -1.357 0.015
C 3.743 -4.063 -0.273 0.055
H 4.826 3.209 -4.067 0.005
H 5.433 2.888 -2.536 0.013
H 4.314 4.258 -2.679 0.003
H 2.135 2.175 -4.279 0.004
H 1.845 1.430 -2.731 0.002
H 4.231 0.346 -4.433 0.008
H 2.528 -0.078 -4.738 0.002
H 3.964 -0.092 -2.115 0.007
H 5.081 -1.478 -3.726 0.022
H 3.584 -2.194 -4.007 0.004
H 5.225 -2.313 -1.529 0.018
H 4.978 -3.638 -2.567 0.029
H 3.620 -3.407 0.589 0.003
H 4.778 -4.399 -0.209 0.026
H 3.123 -4.950 -0.142 0.020
C -2.213 0.616 1.582 0.002
O -1.449 1.354 2.606 0.000
C -0.157 1.863 2.375 0.002
C 0.398 2.472 3.717 0.002
N -0.557 3.450 4.189 0.000
C -0.371 3.682 5.662 0.000
C -1.183 4.951 6.018 0.000
O -0.569 5.383 7.232 0.000
C -1.271 6.518 7.826 0.000
H -3.262 0.396 1.781 0.000
H -1.694 -0.217 1.109 0.000
H -2.275 1.420 0.849 0.000
H -0.166 2.661 1.633 0.001
H 0.383 1.061 1.871 0.000
H 1.412 2.859 3.611 0.001
H 0.493 1.703 4.483 0.000
H -1.489 3.095 4.028 0.000
H 0.674 3.842 5.928 0.000
H -0.632 2.892 6.366 0.000
H -2.159 4.519 6.240 0.000
H -1.033 5.680 5.221 0.000
H -0.505 7.049 8.390 0.000
H -2.143 6.410 8.471 0.000
H -1.505 7.217 7.023 0.000
C -4.289 10.619 0.459 0.000
O -3.755 9.617 -0.373 0.000
C -4.436 9.627 -1.698 0.000
C -3.744 8.413 -2.405 0.000
N -4.234 7.199 -1.786 0.000
C -3.512 6.094 -2.252 0.001
C -2.163 5.848 -1.546 0.002
O -1.441 4.794 -2.184 0.004
C -1.769 3.496 -1.662 0.006
H -3.397 11.104 0.854 0.000
H -4.791 10.160 1.311 0.000
H -5.004 11.331 0.046 0.000
H -4.243 10.442 -2.395 0.000
H -5.502 9.400 -1.728 0.000
H -2.660 8.526 -2.370 0.000
H -3.923 8.630 -3.458 0.000
H -3.808 7.430 -0.900 0.000
H -3.279 6.148 -3.316 0.000
H -4.104 5.180 -2.290 0.000
H -2.442 5.625 -0.516 0.000
H -1.482 6.693 -1.453 0.001
H -0.958 2.809 -1.904 0.002
H -2.811 3.244 -1.863 0.001
H -1.605 3.475 -0.585 0.000
C -2.267 -7.172 2.279 0.009
O -1.338 -6.223 1.948 0.017
C -1.701 -4.836 1.775 0.005
C -0.695 -3.871 2.320 0.003
N -0.580 -4.189 3.764 0.001
C 0.879 -4.009 4.195 0.004
C 1.530 -4.750 5.320 0.003
O 1.196 -6.210 5.252 0.002
C 2.282 -6.964 4.597 0.026
H -2.430 -7.471 3.315 0.001
H -1.728 -8.086 2.029 0.004
H -3.247 -6.982 1.842 0.001
H -2.576 -4.595 2.379 0.001
H -1.986 -4.554 0.761 0.004
H -0.943 -2.814 2.220 0.000
H 0.202 -3.878 1.701 0.002
H -0.825 -5.163 3.866 0.000
H 1.327 -3.020 4.104 0.001
H 1.357 -4.533 3.367 0.002
H 1.163 -4.311 6.247 0.000
H 2.608 -4.599 5.374 0.003
H 1.742 -7.725 4.033 0.006
H 2.820 -7.604 5.297 0.002
H 2.888 -6.569 3.782 0.016
C 3.571 0.095 2.111 0.008
C 3.184 -0.036 3.631 0.005
O 4.379 -0.232 4.399 0.006
O 3.852 -1.136 1.601 0.019
H 4.369 0.821 1.955 0.005
H 2.623 0.435 1.694 0.001
H 2.583 -0.919 3.853 0.001
H 2.877 0.960 3.950 0.000
H 4.982 -0.722 3.836 0.003
H 3.242 -1.355 0.892 0.001
C 0.271 -1.424 -6.027 0.014
C -0.995 -2.382 -5.880 0.017
O -2.209 -1.731 -5.972 0.006
O 1.492 -2.144 -5.717 0.018
H 0.106 -0.402 -5.689 0.003
H 0.212 -1.226 -7.097 0.002
H -0.869 -2.949 -4.958 0.004
H -0.804 -3.227 -6.540 0.004
H -2.917 -2.356 -5.796 0.004
H 1.607 -1.875 -4.803 0.004
C -5.758 -1.299 -2.269 0.004
C -4.241 -1.407 -2.292 0.005
O -3.782 -1.014 -0.989 0.001
O -6.114 -2.374 -1.361 0.002
H -6.184 -1.606 -3.224 0.001
H -5.975 -0.269 -1.984 0.001
H -3.915 -0.626 -2.979 0.002
H -3.963 -2.419 -2.584 0.004
H -2.824 -0.957 -0.952 0.000
H -5.968 -2.145 -0.440 0.001
C -0.359 -1.596 -1.633 0.007
C 0.682 -2.008 -0.569 0.003
O 1.643 -0.938 -0.570 0.002
O -0.976 -0.365 -1.236 0.003
H -1.210 -2.275 -1.579 0.003
H 0.076 -1.681 -2.629 0.003
H 0.981 -3.056 -0.534 0.002
H 0.235 -1.819 0.407 0.000
H 2.238 -0.994 -1.321 0.000
H -0.263 0.272 -1.158 0.001
C 2.366 -5.577 -3.027 0.043
C 2.256 -6.610 -4.153 0.066
O 2.074 -7.910 -3.591 0.045
O 1.275 -5.372 -2.263 0.027
H 2.826 -4.783 -3.615 0.005
H 3.141 -5.810 -2.297 0.017
H 3.099 -6.633 -4.843 0.020
H 1.458 -6.284 -4.820 0.006
H 2.929 -8.075 -3.189 0.027
H 0.998 -6.126 -1.738 0.013
```

---

Going through the records in order, we get F_max values of 3.63 2.81 3.66 eV Å⁻¹.